Entry 1:
Below is a molecular structure, C4H12ClNOTi at a distorted geometry, with properties calculated with the ωB97M-V functional and the def2-TZVPD basis.

Last column: Löwdin spin population.
Atoms and positions in Å:
Ti: 18.35151 -3.88763 7.66166  2.79
Cl: 17.47045 -5.39327 8.54858  0.15
C: 15.60189 -6.70749 10.67882  0.00
C: 15.32012 -5.22740 10.89369  0.00
C: 16.20093 -4.46696 11.90521  0.00
O: 15.84700 -3.04151 12.05056  0.00
C: 16.70414 -2.15891 12.80304  0.00
N: 15.30966 -4.50381 9.61141  0.01
H: 14.52890 -4.75734 9.02299  0.00
H: 15.20967 -3.51170 9.77204  0.01
H: 16.14948 -4.73448 9.09994  0.03
H: 16.65555 -6.86808 10.45049  0.00
H: 14.98318 -7.08217 9.86339  0.00
H: 15.34475 -7.46113 11.42313  0.00
H: 14.30968 -5.05935 11.26636  0.00
H: 17.24252 -4.71441 11.70042  0.00
H: 15.93966 -4.99948 12.81970  0.00
H: 17.71728 -2.16362 12.40104  0.00
H: 16.79417 -2.51417 13.82958  0.00
H: 16.33824 -1.13342 12.75203  0.00

Results
* charge: +1
* 2S+1: 4
* ΔE to the lowest compared entry with this formula, charge and spin: 42.53 kcal/mol

***

Entry 2:
Below is a single C5H3NOS molecule at a distorted geometry, with properties calculated with the ωB97M-V functional and the def2-TZVPD basis.

Last column: natural (NBO) charge in e.
Atoms and positions in Å:
C: 1.84211 -1.77429 -0.09063  0.07
C: -1.30077 0.12296 0.03320  -0.18
C: -0.70245 -1.17581 0.04249  -0.27
C: -0.69792 1.33534 -0.13335  -0.48
C: 0.59205 -1.53035 -0.20094  0.08
N: 2.98580 -2.02444 -0.07259  -0.20
O: 1.13118 3.07685 -0.16250  -0.85
S: 1.00553 1.59939 0.00581  1.13
H: -2.31873 0.01895 0.20132  0.22
H: -1.28183 -1.88552 0.43386  0.23
H: -1.25497 2.23692 -0.05666  0.25

Results
* ΔE to the lowest compared entry with this formula, charge and spin: 127.36 kcal/mol

***

Entry 3:
Below is a molecular structure, C55H43F9MnN7O5P2S3, with properties calculated with the ωB97M-V functional and the def2-TZVPD basis.

Last column: Löwdin spin population.
Atoms and positions in Å:
Mn: 1.23685 -0.81887 0.09555  4.70
O: 1.21956 -4.16356 -0.00942  0.01
S: 0.11473 -3.18311 0.08005  0.03
C: -1.12119 -3.62044 -1.13422  0.01
C: -0.94932 -4.84271 -1.75440  0.00
C: -1.89114 -5.26749 -2.67878  0.00
C: -2.98954 -4.46580 -2.94666  0.00
C: -3.13554 -3.22941 -2.32610  0.00
C: -2.18320 -2.75775 -1.42618  0.00
P: -2.27017 -1.12640 -0.55216  0.01
C: -4.06620 -0.78394 -0.65978  0.00
C: -4.80898 -0.88374 0.51241  0.00
C: -6.18662 -0.69622 0.50188  0.00
C: -6.83503 -0.40406 -0.68646  0.00
C: -6.10514 -0.30466 -1.86683  0.00
C: -4.73324 -0.49505 -1.85542  0.00
C: -1.49128 0.13875 -1.73915  0.00
C: -1.09609 -0.39725 -3.10018  0.00
C: -0.53588 0.50044 -3.89271  0.00
C: -0.41161 1.87027 -3.27155  0.00
C: -1.75771 2.29863 -2.72745  0.00
C: -2.32112 1.41383 -1.92490  0.00
C: -0.78142 -3.59278 1.58307  0.00
C: -1.40382 -4.83034 1.69389  0.00
C: -1.92913 -5.21405 2.91282  0.00
C: -1.81583 -4.37634 4.01976  0.00
C: -1.18318 -3.15227 3.90603  0.00
C: -0.66829 -2.73949 2.67662  0.00
P: 0.22733 -1.15543 2.52726  0.02
C: -0.92135 0.07417 3.22692  0.00
C: -2.28900 -0.15787 3.33213  0.00
C: -3.14153 0.85444 3.75535  0.00
C: -2.63891 2.10571 4.07681  0.00
C: -1.27367 2.34680 3.97920  0.00
C: -0.42343 1.34100 3.54908  0.00
C: 1.51275 -1.43490 3.79966  0.00
C: 2.38414 -2.49709 3.54106  0.00
C: 3.39292 -2.81164 4.43501  0.00
C: 3.55310 -2.05624 5.59128  0.00
C: 2.68904 -1.00478 5.85564  0.00
C: 1.66166 -0.69765 4.96824  0.00
H: -0.08236 -5.44543 -1.50383  0.00
H: -1.76467 -6.21652 -3.18446  0.00
H: -3.74159 -4.79478 -3.65291  0.00
H: -4.01143 -2.63875 -2.55130  0.00
H: -4.30771 -1.11716 1.44481  0.00
H: -6.75020 -0.77170 1.42365  0.00
H: -7.90774 -0.25651 -0.70030  0.00
H: -6.60604 -0.08004 -2.80064  0.00
H: -4.17946 -0.41259 -2.78421  0.00
H: -1.24670 -1.43458 -3.36788  0.00
H: -0.15140 0.28466 -4.88182  0.00
H: 0.03617 2.60494 -3.93785  0.00
H: -2.18299 3.26851 -2.95891  0.00
H: -3.23388 1.59234 -1.37772  0.00
H: -1.46391 -5.48770 0.83485  0.00
H: -2.41584 -6.17650 3.00741  0.00
H: -2.21336 -4.68910 4.97714  0.00
H: -1.07732 -2.51037 4.77320  0.00
H: -2.69080 -1.13050 3.08051  0.00
H: -4.20511 0.66308 3.83417  0.00
H: -3.30800 2.89313 4.40120  0.00
H: -0.87256 3.31996 4.23890  0.00
H: 0.63847 1.53402 3.46664  0.00
H: 2.26554 -3.08919 2.63512  0.00
H: 4.05498 -3.64403 4.23017  0.00
H: 4.34555 -2.29445 6.28920  0.00
H: 2.80306 -0.42438 6.76283  0.00
H: 0.98389 0.11348 5.19935  0.00
F: 6.00417 -0.68693 -0.10754  0.00
C: 5.49906 -0.75817 -1.33855  0.00
F: 6.44213 -1.10828 -2.18780  0.00
F: 5.00636 0.43425 -1.67217  0.00
S: 4.15960 -2.01620 -1.31062  0.01
O: 3.23939 -1.48280 -0.29704  0.04
O: 4.78048 -3.25667 -0.99945  0.00
N: 3.62116 -1.82774 -2.77474  0.00
S: 2.14099 -2.14444 -3.19558  0.00
O: 1.82454 -1.54361 -4.44970  0.00
O: 1.19820 -1.92405 -2.09836  0.02
C: 2.15313 -3.95478 -3.56901  0.00
F: 0.93316 -4.32036 -3.95571  0.00
F: 3.01405 -4.14440 -4.56053  0.00
F: 2.51400 -4.66186 -2.51475  0.00
F: 6.11502 3.42435 3.78004  0.00
C: 5.37080 2.47719 4.36745  0.00
F: 6.19612 1.60679 4.95594  0.00
F: 4.64201 3.07295 5.32537  0.00
C: 4.47535 1.80563 3.35794  0.00
C: 3.44504 2.52717 2.77734  0.00
C: 2.64005 1.89033 1.85440  0.00
N: 2.79583 0.61059 1.49243  0.03
C: 3.81250 -0.05862 2.04842  0.00
C: 4.67099 0.49406 2.98412  0.00
H: 3.26302 3.56030 3.04309  0.00
H: 1.82610 2.41816 1.38381  0.00
H: 3.94559 -1.08128 1.73988  0.00
H: 5.46800 -0.09817 3.41072  0.00
C: 1.91895 1.29121 -2.39737  0.01
C: 0.50279 1.68180 -2.00948  0.00
N: -0.16049 0.66807 -1.09048  0.02
C: -0.46081 1.40401 0.13796  0.00
C: -0.10578 2.67778 0.01522  0.02
N: 0.54444 2.90255 -1.17179  0.01
C: 0.86707 4.21643 -1.64450  0.00
N: -0.27636 4.99459 -2.08541  0.00
N: -1.20429 5.35669 -1.16854  0.00
N: -2.17923 5.93756 -1.75751  0.00
C: -1.91328 5.96630 -3.11372  0.00
C: -2.66346 6.47550 -4.17806  0.00
C: -2.13597 6.34011 -5.44053  0.00
C: -0.88560 5.72236 -5.65483  0.00
C: -0.13255 5.22228 -4.61578  0.00
C: -0.68165 5.35489 -3.33555  0.00
H: 1.92023 0.52967 -3.17376  0.00
H: 2.46677 0.92595 -1.52577  0.00
H: 2.46396 2.16031 -2.77122  0.00
H: -1.10880 0.97842 0.88133  0.00
H: -0.26529 3.48715 0.71466  0.00
H: 1.55847 4.15126 -2.48014  0.00
H: 1.35008 4.76109 -0.83654  0.00
H: -3.61639 6.95846 -4.00412  0.00
H: -2.68174 6.72160 -6.29411  0.00
H: -0.50388 5.64575 -6.66524  0.00
H: 0.83789 4.77233 -4.78876  0.00

Results
* charge: +1
* 2S+1: 6
* DFT total energy: -6808.03889 hartree

***

Entry 4:
Below is a molecular structure, C3H2GdO2 at a distorted geometry, with properties calculated with the ωB97M-V functional and the def2-TZVPD basis.

Last column: Löwdin spin population.
Atoms and positions in Å:
O: 0.11804 -1.13353 -0.07438  0.19
C: -1.10906 -1.51497 0.28807  0.17
C: -2.02749 -0.52677 0.25897  0.35
O: -1.50068 0.68868 -0.19638  0.24
C: -0.26617 0.62821 -0.63588  0.48
Gd: 1.84877 0.78907 0.65612  6.55
H: -1.38620 -2.55751 0.11468  0.00
H: -3.10666 -0.60340 0.18966  0.01

Results
* charge: +2
* 2S+1: 9
* ΔE to the lowest compared entry with this formula, charge and spin: 34.65 kcal/mol

***

Entry 5:
Below is a single Br2HPS molecule at a distorted geometry, with properties calculated with the ωB97M-V functional and the def2-TZVPD basis.

Last column: natural (NBO) charge in e.
Atoms and positions in Å:
P: -0.25261 -0.10602 2.74346  0.57
S: -0.42596 -1.00352 0.52633  -0.33
Br: -2.26592 0.94483 2.89967  -0.21
Br: 1.01295 1.67241 2.28077  -0.19
H: -0.21616 0.33448 0.06622  0.16

Results
* ΔE to the lowest compared entry with this formula, charge and spin: 0.00 kcal/mol
* SMILES: SP(Br)Br

***

Entry 6:
Below is 2 unconnected molecules or ions with the total composition C28H46N3P at a distorted geometry, with properties calculated with the ωB97M-V functional and the def2-TZVPD basis.

Last column: Löwdin charge in e.
Atoms and positions in Å:
P: 3.72952 -1.89407 -0.92913  0.66
C: 3.48518 -2.23686 -2.78846  -0.41
C: 2.20375 -1.51395 -3.27598  -0.28
C: 2.46644 -0.34045 -4.26724  -0.19
C: 3.63158 0.61739 -3.86274  -0.20
C: 3.29123 2.12980 -3.93921  -0.21
C: 2.74871 2.76061 -2.63634  -0.19
C: 1.53723 2.07927 -1.95950  -0.22
C: 0.15158 2.70464 -2.27698  -0.20
C: -0.30612 2.57528 -3.75666  -0.18
C: -1.35977 1.46920 -3.96177  -0.19
C: -2.63476 1.63514 -3.08816  -0.16
C: -2.77073 0.37716 -2.19592  -0.17
N: -4.11015 0.07511 -1.71544  -0.14
C: -4.93586 0.75495 -0.86514  -0.10
C: -6.06331 -0.01678 -0.73247  -0.11
C: -5.92806 -1.21423 -1.51470  -0.07
C: -4.68973 -1.08641 -2.10597  -0.13
H: 2.65645 -2.82108 -0.63494  -0.03
H: 5.11009 -2.26239 -0.98899  -0.01
H: 3.33679 -0.52678 -1.05968  -0.03
H: 3.84686 -1.66089 0.52407  -0.12
H: 3.41236 -3.33524 -2.87008  0.07
H: 4.39755 -1.94189 -3.32903  0.08
H: 1.67732 -1.15589 -2.36509  0.04
H: 1.52508 -2.22149 -3.77631  0.10
H: 1.54681 0.27042 -4.21023  0.07
H: 2.53352 -0.68744 -5.30346  0.12
H: 4.42424 0.44524 -4.60997  0.11
H: 4.08592 0.38982 -2.88831  0.08
H: 4.24106 2.65012 -4.14975  0.11
H: 2.66700 2.30254 -4.82883  0.10
H: 3.57741 2.69984 -1.90821  0.11
H: 2.56416 3.83866 -2.76745  0.12
H: 1.67640 2.21830 -0.86871  0.10
H: 1.47596 0.99298 -2.11814  0.07
H: -0.57627 2.17468 -1.63315  0.08
H: 0.17383 3.75982 -1.97290  0.11
H: -0.72617 3.54291 -4.07019  0.12
H: 0.56139 2.33584 -4.38320  0.09
H: -1.67350 1.44578 -5.01647  0.12
H: -0.86425 0.50099 -3.76003  0.10
H: -3.54339 1.81991 -3.67559  0.12
H: -2.52470 2.50793 -2.42346  0.11
H: -2.47501 -0.47642 -2.82171  0.11
H: -2.01888 0.46292 -1.39629  0.09
H: -4.70090 1.70800 -0.40675  0.12
H: -6.92093 0.22051 -0.10789  0.10
H: -6.63140 -2.03185 -1.60779  0.10
H: -4.25491 -1.81659 -2.78343  0.12
C: -0.04764 0.02413 9.54948  0.06
N: -0.08616 -0.21642 8.08573  -0.07
C: 0.59822 -1.25501 7.57735  0.03
C: 0.55567 -1.53441 6.23034  0.06
C: -0.20835 -0.74088 5.37702  -0.13
C: -0.88674 0.33986 5.93340  0.06
C: -0.81005 0.58344 7.28779  0.03
C: -0.32414 -1.04142 3.92895  -0.13
C: -1.56995 -1.27303 3.35107  0.06
C: -1.67274 -1.50563 1.99585  0.04
N: -0.57776 -1.50718 1.22106  -0.06
C: 0.64029 -1.30933 1.75060  0.03
C: 0.79402 -1.07854 3.09823  0.06
C: -0.69540 -1.71200 -0.24231  0.05
H: 0.99070 0.14522 9.84898  0.12
H: -0.49618 -0.83571 10.04231  0.12
H: -0.60957 0.92178 9.78643  0.11
H: 1.16696 -1.85886 8.27156  0.16
H: 1.10516 -2.38950 5.85820  0.15
H: -1.47936 1.00409 5.31775  0.15
H: -1.33000 1.41189 7.74776  0.16
H: -2.47187 -1.27797 3.94945  0.14
H: -2.62693 -1.68454 1.51728  0.16
H: 1.47552 -1.32888 1.06525  0.11
H: 1.78940 -0.90457 3.48647  0.15
H: -0.08058 -2.56642 -0.51806  0.11
H: -0.34563 -0.80713 -0.73515  0.09
H: -1.73362 -1.89956 -0.50285  0.10

Results
* charge: +2
* DFT total energy: -1599.44953 hartree